[1]
14
Properties=species:S:1:pos:R:3:nbo_charge:R:1 method="wB97M-V/def2-TZVPD" lumo_ev=0.237 smiles="CC1=NOCC(F)=C1" charge=0 largest_force_ev_per_a=5.8 relative_energy_kcal_mol=131.4 homo_energy_ev=-8.90
C 0.329 1.714 -1.346 -0.644
C 0.373 0.541 -0.482 0.098
C 0.426 -1.596 1.188 -0.147
C -0.918 -0.912 0.973 0.437
C -0.839 0.113 0.124 -0.361
H 1.210 1.714 -2.338 0.254
H 0.337 2.828 -0.816 0.248
H -0.748 1.631 -1.897 0.231
H 0.679 -0.876 2.099 0.157
H 0.416 -2.680 1.542 0.234
H -1.860 0.752 0.001 0.239
N 1.393 -0.256 -0.539 -0.066
O 1.336 -1.442 0.203 -0.358
F -2.135 -1.531 1.289 -0.322

***

[2]
109
Properties=species:S:1:pos:R:3:mulliken_spin:R:1 method="wB97M-V/def2-TZVPD" lumo_ev="-0.479 / -0.479" charge=0 largest_force_ev_per_a=1.6 homo_energy_ev="-7.38 / -7.38" spin_multiplicity=4
C -0.360 0.004 1.121 -0.001
P 1.071 0.509 0.103 0.007
C 0.261 1.383 -1.307 0.001
C 1.970 1.835 0.963 -0.002
C 3.052 2.378 0.333 -0.001
S 3.526 1.830 -1.288 0.005
C 3.826 3.429 0.895 0.000
C 3.537 3.948 2.120 0.000
C 2.446 3.392 2.836 0.000
N 2.038 3.762 4.046 0.000
S 0.788 2.851 4.411 0.000
N 0.674 1.958 3.072 0.000
C 1.657 2.348 2.272 0.000
H -1.015 -0.544 0.450 0.000
H -0.069 -0.669 1.916 0.003
H -0.920 0.842 1.518 0.000
H 0.365 2.456 -1.196 0.000
H -0.794 1.138 -1.298 0.002
H 0.743 1.060 -2.216 -0.002
H 4.171 0.692 -1.012 -0.001
H 4.650 3.811 0.321 0.000
H 4.135 4.737 2.542 0.000
C 1.545 -3.001 -6.004 0.014
C 2.198 -1.914 -5.119 0.020
C 3.723 -2.013 -5.193 0.024
C 4.311 -3.181 -4.402 -0.019
C 3.792 -3.179 -2.966 0.025
C 2.268 -3.161 -2.885 0.033
N 1.729 -2.031 -3.702 0.358
O 1.846 -0.907 -3.082 0.547
C 1.693 -4.510 -3.350 0.010
C 1.825 -2.979 -1.440 -0.023
C 1.757 -0.564 -5.670 -0.009
H 0.565 -3.283 -5.620 -0.010
H 1.397 -2.625 -7.016 0.001
H 2.150 -3.902 -6.093 0.001
H 4.157 -1.082 -4.815 0.004
H 4.013 -2.088 -6.243 0.001
H 4.083 -4.131 -4.892 -0.001
H 5.399 -3.100 -4.395 0.001
H 4.161 -4.055 -2.430 0.000
H 4.189 -2.302 -2.444 0.007
H 0.604 -4.471 -3.392 -0.005
H 1.974 -5.284 -2.637 0.000
H 2.058 -4.837 -4.320 0.000
H 2.256 -2.091 -0.983 0.008
H 2.141 -3.846 -0.859 0.000
H 0.739 -2.901 -1.372 0.001
H 0.677 -0.437 -5.584 0.001
H 2.029 -0.509 -6.723 0.000
H 2.240 0.266 -5.157 0.004
C -4.206 5.326 -2.014 0.021
C -3.719 4.676 -3.330 0.008
C -4.798 4.788 -4.409 0.027
C -5.968 3.823 -4.223 -0.021
C -5.467 2.391 -4.040 0.028
C -4.449 2.258 -2.911 0.012
N -3.344 3.245 -3.107 0.358
O -2.503 2.832 -3.992 0.565
C -5.136 2.451 -1.548 0.018
C -3.860 0.854 -2.899 -0.014
C -2.481 5.442 -3.775 -0.010
H -3.735 4.860 -1.148 -0.009
H -3.941 6.382 -1.994 0.001
H -5.287 5.274 -1.885 0.001
H -4.343 4.599 -5.387 0.003
H -5.161 5.818 -4.428 0.003
H -6.584 4.125 -3.372 0.000
H -6.618 3.871 -5.098 0.002
H -6.306 1.721 -3.838 0.002
H -5.013 2.051 -4.976 0.005
H -4.399 2.460 -0.743 -0.008
H -5.818 1.620 -1.369 0.000
H -5.728 3.359 -1.475 0.001
H -3.428 0.582 -3.859 0.001
H -4.649 0.139 -2.670 0.000
H -3.084 0.763 -2.138 0.002
H -1.673 5.340 -3.050 -0.002
H -2.734 6.498 -3.862 0.001
H -2.116 5.106 -4.743 0.003
C 1.718 -0.844 7.686 0.025
C 1.291 -1.224 6.248 0.000
C -0.170 -0.837 6.009 0.029
C -1.178 -1.766 6.684 -0.021
C -0.892 -3.226 6.335 0.029
C 0.545 -3.641 6.647 0.010
N 1.496 -2.685 6.004 0.402
O 1.637 -2.941 4.748 0.539
C 0.761 -3.707 8.169 0.014
C 0.813 -5.041 6.114 -0.010
C 2.176 -0.435 5.297 -0.018
H 2.508 -1.501 8.048 -0.015
H 2.110 0.171 7.706 0.002
H 0.895 -0.873 8.399 0.001
H -0.364 -0.833 4.931 0.002
H -0.316 0.190 6.354 0.002
H -1.168 -1.623 7.768 0.000
H -2.185 -1.504 6.355 0.002
H -1.574 -3.884 6.877 0.001
H -1.088 -3.381 5.269 0.007
H 1.809 -3.901 8.400 -0.009
H 0.170 -4.525 8.580 0.001
H 0.457 -2.809 8.698 0.001
H 0.595 -5.125 5.052 0.001
H 0.179 -5.751 6.644 0.000
H 1.854 -5.326 6.272 -0.001
H 3.225 -0.717 5.398 -0.010
H 2.085 0.626 5.522 0.001
H 1.886 -0.569 4.257 0.014

***

[3]
14
Properties=species:S:1:pos:R:3:nbo_charge:R:1 method="wB97M-V/def2-TZVPD" lumo_ev="-4.676 / -8.086" charge=+1 largest_force_ev_per_a=4.4 relative_energy_kcal_mol=10.6 homo_energy_ev="-11.75 / -13.73" spin_multiplicity=3
C -1.891 1.543 0.034 0.040
C 0.111 -1.306 -0.759 -0.366
C 0.199 -1.373 0.701 -0.295
C 1.474 0.789 0.005 -0.381
C 0.193 0.111 0.007 0.051
N -1.148 0.576 0.231 -0.119
I 3.455 0.165 0.048 0.355
H -1.796 2.344 -0.729 0.251
H -2.900 1.457 0.361 0.242
H 0.943 -1.750 -1.242 0.264
H -0.779 -1.211 -1.364 0.249
H -0.537 -1.637 1.366 0.241
H 1.214 -1.540 1.139 0.254
H 1.460 1.833 0.202 0.215

***

[4]
33
Properties=species:S:1:pos:R:3:mulliken_spin:R:1 method="wB97M-V/def2-TZVPD" lumo_ev="-6.812 / -10.949" charge=+2 largest_force_ev_per_a=3.1 relative_energy_kcal_mol=28.8 homo_energy_ev="-16.04 / -16.54" spin_multiplicity=5
H 2.019 3.774 -0.344 -0.009
N 1.537 2.037 -1.512 0.163
B 0.202 0.469 -3.186 0.009
N 0.771 1.829 -2.644 -0.035
C 0.652 3.028 -3.260 0.078
Pt 2.461 0.822 -0.247 1.685
H 0.237 3.092 -4.252 0.001
C 1.113 4.032 -2.405 0.014
H 1.077 5.102 -2.551 0.000
C 1.606 3.383 -1.272 0.028
H 0.323 0.571 -4.394 -0.003
C -1.684 -2.213 3.187 -0.001
H -1.162 -2.730 3.985 0.000
H -0.982 -1.795 2.475 0.000
H -2.427 -2.828 2.691 0.000
N -1.449 0.063 -3.092 -0.032
N 1.314 -0.534 -2.738 -0.061
N -2.156 -0.140 -1.906 0.398
N 1.998 -0.615 -1.531 0.438
C -2.343 -0.154 -4.104 0.329
C 1.814 -1.503 -3.544 0.227
H -2.153 -0.107 -5.152 0.011
H 1.551 -1.547 -4.589 0.001
C -3.588 -0.501 -3.567 0.318
C 2.725 -2.282 -2.831 0.086
C -3.413 -0.503 -2.179 -0.035
C 2.781 -1.738 -1.554 -0.004
H -4.478 -0.724 -4.111 0.006
H 3.300 -3.135 -3.174 0.002
H -4.164 -0.731 -1.429 0.003
H 3.368 -2.049 -0.705 0.001
H -2.186 -1.428 3.653 0.000
Cl 2.992 -0.700 1.376 0.382